1.
Here is 2 unconnected molecules or ions with the total composition C8H7Br2NSi in a non-equilibrium geometry from the OMol25 dataset. Energies are from ωB97M-V with the def2-TZVPD basis set.

The geometry in ORCA input format:
```
! RIJCOSX wB97M-V def2-TZVPD def2/J DEFGRID3
* xyz 0 1
C 2.457 -2.495 -1.499
C -2.830 0.589 0.197
C -2.191 -0.456 -0.523
C -1.998 1.414 0.958
C -0.814 -0.397 -0.736
C -0.594 1.429 0.811
C -0.008 0.568 -0.081
C 1.465 0.722 -0.342
N 2.617 -3.343 -2.257
Si 2.343 -0.774 0.497
Br 4.326 -0.561 1.291
Br 1.115 -1.822 2.068
H -3.906 0.580 0.270
H -2.806 -1.122 -1.093
H -2.463 2.233 1.648
H -0.218 -1.033 -1.279
H -0.179 2.120 1.407
H 1.777 0.765 -1.326
H 1.906 1.583 -0.013
*
```

As for the HOMO energy: -9.6 eV. The relative energy (zero: lowest compared OMol25 entry of this formula, charge and spin) comes out at 1.032 eV.

---

2.
Here is a single C8H7BrN2OS molecule in a non-equilibrium geometry from the OMol25 dataset. Energies are from ωB97M-V with the def2-TZVPD basis set.

The geometry in ORCA input format:
```
! RIJCOSX wB97M-V def2-TZVPD def2/J DEFGRID3
* xyz 0 1
C 1.668 2.953 -0.363
C 0.750 2.887 0.676
C 1.889 1.843 -1.162
C 0.054 1.719 0.911
C 1.191 0.672 -0.943
C 0.267 0.596 0.101
C -0.449 -0.615 0.374
C -0.838 -2.832 -0.566
N -1.262 -0.864 1.284
N -2.035 -1.864 1.400
O -0.121 -1.776 -0.567
S -2.234 -2.999 -1.621
Br -0.075 -4.436 0.161
H 2.208 3.869 -0.543
H 0.582 3.748 1.305
H 2.614 1.893 -1.960
H -0.649 1.650 1.726
H 1.352 -0.189 -1.571
H -2.128 -2.211 2.348
H -2.783 -4.041 -0.992
*
```

As for the HOMO energy (alpha / beta): -7.5 / -7.4 eV. The relative energy (zero: lowest compared OMol25 entry of this formula, charge and spin) comes out at 0.899 eV.

---

3.
Here is a molecular structure, C8H7Cl2N3O4PrY in a non-equilibrium geometry from the OMol25 dataset. Energies are from ωB97M-V with the def2-TZVPD basis set.

The geometry in ORCA input format:
```
! RIJCOSX wB97M-V def2-TZVPD def2/J DEFGRID3
* xyz 4 3
Pr 5.389 1.590 -1.372
Y 0.672 0.375 0.419
Cl 4.391 -0.154 -2.856
Cl 2.709 1.964 -0.062
C 0.333 -0.953 2.454
C 7.262 1.244 -2.906
C 8.297 2.173 -1.240
O -0.017 -1.339 3.480
O 8.197 1.019 -3.623
O 9.421 2.159 -1.629
C -4.046 1.149 1.938
N -3.383 0.337 0.884
C -4.071 -0.817 0.516
C -3.481 -1.695 -0.339
C -2.107 -1.541 -0.526
N -1.387 -0.438 -0.132
C -2.062 0.515 0.610
O -1.259 1.431 1.091
N -1.265 -2.491 -0.943
H -3.622 1.011 2.951
H -5.074 0.862 1.986
H -4.031 2.207 1.778
H -5.033 -0.795 1.019
H -4.061 -2.520 -0.791
H -1.475 -3.205 -1.601
H -0.298 -2.087 -1.106
*
```

Its expectation value of S² is 2.00. As for the HOMO energy (alpha / beta): -21.5 / -21.5 eV.

---

4.
Here is 2 unconnected molecules or ions with the total composition C8H7Cl2NOS in a non-equilibrium geometry from the OMol25 dataset. Energies are from ωB97M-V with the def2-TZVPD basis set.

The geometry in ORCA input format:
```
! RIJCOSX wB97M-V def2-TZVPD def2/J DEFGRID3
* xyz 0 1
C -1.999 1.246 -1.119
C -3.311 0.637 -0.996
C -1.204 -0.337 0.456
C -0.978 0.760 -0.373
C -3.403 -0.426 -0.142
C 2.396 -1.023 0.945
C 3.432 -0.081 0.635
C 3.253 -1.338 -0.235
N -2.376 -0.890 0.628
O 1.608 -1.367 1.763
S 0.602 1.502 -0.349
Cl -4.969 -1.187 0.210
Cl 0.000 3.259 0.614
H -1.989 1.916 -2.021
H -4.066 0.899 -1.672
H -0.495 -0.629 1.187
H 3.098 0.841 0.354
H 4.157 -0.108 1.425
H 3.663 -2.287 -0.183
H 2.579 -1.387 -1.128
*
```

As for the HOMO energy: -9.1 eV. The relative energy (zero: lowest compared OMol25 entry of this formula, charge and spin) comes out at 1.623 eV. The structure (SMILES) is ClSc1ccc(Cl)nc1.O=C1CC1.

---

5.
Here is a single C8H7Cl3N2 molecule in a non-equilibrium geometry from the OMol25 dataset. Energies are from ωB97M-V with the def2-TZVPD basis set.

The geometry in ORCA input format:
```
! RIJCOSX wB97M-V def2-TZVPD def2/J DEFGRID3
* xyz 0 1
C -2.421 -0.019 0.199
C -1.802 -0.185 -1.029
C -1.673 -0.115 1.360
C -0.457 -0.493 -1.099
C -0.326 -0.418 1.296
C 0.286 -0.643 0.068
C 2.755 0.194 -0.301
C 1.712 -1.078 -0.003
N 2.488 0.817 -1.352
N 3.737 0.355 0.611
Cl 2.222 -1.926 1.482
Cl 2.002 -2.198 -1.350
Cl 4.705 1.794 0.598
H -3.479 0.186 0.256
H -2.375 -0.090 -1.939
H -2.139 0.029 2.324
H 0.024 -0.628 -2.054
H 0.239 -0.499 2.211
H 3.096 1.601 -1.563
H 3.690 -0.104 1.509
*
```

As for the HOMO energy: -9.5 eV. The relative energy (zero: lowest compared OMol25 entry of this formula, charge and spin) comes out at 0.171 eV. The structure (SMILES) is [H]/N=C(\NCl)C(Cl)(Cl)c1ccccc1.

---

6.
Here is a molecular structure, C8H7N2O3S2 in a non-equilibrium geometry from the OMol25 dataset. Energies are from ωB97M-V with the def2-TZVPD basis set.

The geometry in ORCA input format:
```
! RIJCOSX wB97M-V def2-TZVPD def2/J DEFGRID3
* xyz -1 1
C -0.027 -0.881 2.295
C -0.317 1.585 2.035
C -0.315 -1.045 1.002
C -0.439 1.455 0.766
C -1.265 0.015 -1.106
C 2.462 -0.432 -3.348
C 0.085 0.474 2.973
C -0.227 0.126 0.012
N -0.759 -1.078 -2.230
N -0.111 -0.467 -3.127
O 2.830 -0.788 -2.314
O -2.456 0.158 -1.004
O 2.204 -0.001 -4.336
S -1.135 -2.679 -2.117
S -0.078 1.148 -2.630
H -0.107 -1.745 2.816
H -0.483 2.535 2.603
H -0.376 -2.007 0.606
H -0.687 2.253 0.161
H -0.617 0.403 3.735
H 0.972 0.772 3.518
H 0.847 0.198 -0.312
*
```

As for the HOMO energy: -3.8 eV. The relative energy (zero: lowest compared OMol25 entry of this formula, charge and spin) comes out at 0.848 eV.

---

no.,calculated total energy (eV)
1,-157862.0503
2,-94311.0538
3,-61185.9939
4,-47823.9239
5,-48955.7985
6,-39201.3136